1.
47
Properties=species:S:1:pos:R:3:forces:R:3 method="wB97M-V/def2-TZVPD" total_energy_ev=-115567.5156 gap_ev=7.62 spin_multiplicity=1 charge=-1
N 6.01287 0.03101 1.30520 -0.414 -0.462 0.457
C 4.75683 0.65918 1.46265 -0.355 0.385 0.048
O 4.28121 0.83599 2.56443 0.310 0.243 0.400
C 4.02461 1.06436 0.22549 0.331 -0.887 0.017
C 2.89731 0.03475 -0.01203 -0.201 -0.005 -0.096
B 1.54466 0.76386 -0.60283 0.385 -0.047 -0.760
O 0.34406 -0.12354 -0.64067 -0.307 0.205 0.352
C -0.07417 -0.18416 0.68946 0.953 -0.245 0.215
C -1.53749 -0.57124 0.76041 0.436 -0.329 0.058
C -1.97600 -1.20256 2.04983 -1.869 1.117 0.753
O -2.97831 -0.91696 2.64589 1.264 -0.857 -0.772
Br -0.82163 -2.62049 2.79303 -0.034 -0.004 -0.084
C 0.39701 1.15961 1.36047 0.061 1.159 -1.075
P -0.83731 2.40724 1.87427 0.029 -0.364 0.474
O -2.10852 1.91899 2.39674 -0.631 -0.184 0.118
O -1.03615 3.40256 0.65043 -0.294 0.149 0.274
O -0.04397 3.28734 2.98121 0.176 -0.133 -0.417
O 1.11856 1.84091 0.34038 -0.092 0.069 0.364
H 5.85142 -0.82453 0.78270 0.281 0.141 -0.539
H 6.28042 -0.26877 2.23724 0.177 0.035 0.081
H 4.71136 1.04149 -0.60881 0.118 0.332 -0.337
H 3.63036 2.05688 0.38650 -0.198 0.297 -0.025
H 2.73293 -0.49520 0.92669 -0.228 -0.097 0.218
H 3.24620 -0.71585 -0.72125 0.020 -0.125 -0.154
H 1.74530 1.16399 -1.71669 0.098 0.445 0.074
H 0.53289 -0.94961 1.17359 -0.208 -0.259 0.314
H -2.18606 0.26188 0.54903 -0.330 0.311 0.178
H -1.68160 -1.29497 -0.03551 0.042 -0.392 -0.113
H 1.10782 1.03058 2.18068 -0.319 -0.660 0.428
H -0.23399 3.92471 0.57226 0.274 0.055 -0.544
H 0.89633 3.12385 2.84145 0.272 0.175 0.226
C 1.57854 -0.79168 -4.54446 -0.220 -0.106 0.127
O 2.02026 0.04701 -3.79430 0.339 -0.015 -0.415
N 2.28466 -1.28590 -5.62250 -0.039 0.008 0.007
N 0.32636 -1.32404 -4.37282 -0.063 0.009 -0.074
H 1.93011 -1.98178 -6.24855 -0.037 -0.018 0.017
H 3.20325 -0.91707 -5.77083 0.034 0.033 0.026
H -0.20082 -0.98598 -3.58650 0.093 0.012 0.105
H -0.07187 -2.02085 -4.97055 0.027 -0.025 -0.023
C -6.94034 -1.49920 0.82068 0.078 0.089 0.079
O -8.05872 -1.91179 0.55396 0.026 0.007 -0.002
N -6.72176 -0.29201 1.42290 0.006 -0.013 -0.044
N -5.80743 -2.21086 0.54104 0.051 -0.002 -0.060
H -5.80867 0.05785 1.65310 0.036 -0.053 0.031
H -7.52636 0.26020 1.64517 -0.039 0.009 0.004
H -5.91909 -3.10393 0.10325 -0.036 -0.028 -0.008
H -4.88503 -1.88122 0.75814 -0.001 0.024 0.098

---

2.
22
Properties=species:S:1:pos:R:3:forces:R:3 method="wB97M-V/def2-TZVPD" total_energy_ev=-10996.9741 gap_ev=7.20 spin_multiplicity=1 charge=-1
C -0.77426 0.34578 1.69454 -0.744 -0.796 -1.325
N 0.46347 0.96029 1.23858 0.120 -0.145 0.352
C 1.96016 -1.56799 0.84543 -0.112 -0.553 0.754
C 0.99786 -1.00746 -0.18808 -0.209 -0.021 0.212
C 0.83130 0.50887 -0.11476 0.975 0.307 -0.506
C -0.08214 1.05942 -1.25043 -1.215 0.297 -0.444
O -0.74505 0.11336 -1.96848 0.277 -0.201 0.130
H -1.44002 0.10438 0.84383 -0.013 0.423 0.002
H -1.38424 0.93182 2.37195 0.349 0.251 0.369
H -0.61118 -0.66175 2.08496 0.323 0.174 0.568
H 0.36901 1.96603 1.19962 -0.168 -0.006 0.025
H 1.83269 -2.64509 1.02258 -0.145 0.007 -0.393
H 3.01290 -1.45898 0.57399 -0.021 0.378 0.078
H 1.76365 -1.13877 1.83267 0.316 0.289 -0.114
H 1.35738 -1.28584 -1.17622 -0.309 0.135 -0.182
H 0.00524 -1.44192 -0.06945 0.067 -0.209 -0.182
H 1.83409 0.91547 -0.32199 -0.022 0.140 0.342
H -0.82802 1.77715 -0.80157 0.304 -0.141 0.378
H 0.49797 1.76198 -1.90596 0.331 -0.348 0.158
H -3.75433 0.28631 -1.55825 0.356 -0.033 -0.093
H -2.13373 0.21967 -2.02539 -0.205 -0.046 -0.405
O -3.17274 0.25727 -2.32757 -0.255 0.098 0.276

---

3.
5
Properties=species:S:1:pos:R:3:forces:R:3 method="wB97M-V/def2-TZVPD" total_energy_ev=-5625.7502 gap_ev=12.96 spin_multiplicity=1
C 1.99390 -1.29036 0.90472 3.148 1.580 0.896
C 2.29691 1.56878 0.64297 -2.748 -2.742 -3.773
N 1.02357 -1.75761 0.61665 -3.599 -2.424 -0.795
O 1.73847 0.87951 -0.12844 2.532 4.375 3.165
H 2.76588 -0.57740 1.01025 0.667 -0.789 0.506

---

4.
20
Properties=species:S:1:pos:R:3:forces:R:3 method="wB97M-V/def2-TZVPD" total_energy_ev=-8933.7250 gap_ev=10.65 smiles="CC(N)=O.CCC" spin_multiplicity=1
C 1.64126 -2.17235 0.07252 0.181 -0.584 -0.292
C 1.86785 -1.45256 -1.24288 0.119 0.326 0.438
N 1.71550 -0.09768 -1.19084 0.252 -0.425 -0.230
O 2.18597 -2.03089 -2.25928 -0.009 -0.044 -0.084
H 2.04913 -1.68012 0.95135 -0.148 0.348 -0.045
H 2.14906 -3.12951 -0.01496 -0.072 -0.096 -0.010
H 0.57913 -2.37820 0.19953 -0.062 0.109 0.117
H 1.86269 0.40129 -2.05296 -0.181 0.157 0.144
H 1.32057 0.34108 -0.38206 0.020 0.188 -0.054
C -1.51980 0.75719 -0.71177 -1.196 1.295 0.741
C -1.72503 1.63974 0.55783 -0.177 -0.080 0.197
C -1.00656 1.04268 1.77320 0.220 -0.134 -0.495
H -2.45816 0.68746 -1.26876 0.153 0.117 -0.107
H -1.25904 -0.26242 -0.45752 0.551 -0.048 -0.094
H -0.81861 1.33926 -1.29324 0.463 -0.768 -0.562
H -1.37831 2.66167 0.37549 0.197 -0.167 -0.117
H -2.78639 1.77960 0.76814 -0.053 -0.230 0.137
H -0.04724 0.62867 1.44001 0.045 0.110 0.161
H -0.79770 1.72920 2.59370 -0.207 0.073 -0.080
H -1.57434 0.19590 2.14251 -0.097 -0.148 0.235